80
Properties=species:S:1:pos:R:3:lowdin_charge:R:1 method="wB97M-V/def2-TZVPD" multiplicity=4 e_lumo_ev="-2.0 / -4.5" orbital_gap_ha="0.299 / 0.229"
Pt -1.72 1.69 2.20 1.12
Cu 1.72 2.74 -1.67 0.63
As 1.34 3.83 2.28 0.87
F 0.30 5.14 1.63 -0.28
F 0.56 3.98 3.85 -0.26
F 2.29 2.52 3.01 -0.24
F 2.02 3.64 0.68 -0.25
F 2.58 5.09 2.76 -0.27
F 0.04 2.71 1.81 -0.51
As 0.98 -0.58 0.36 0.99
F -0.50 0.26 1.05 -0.46
F 1.84 -0.19 1.87 -0.24
F 2.53 -1.34 -0.20 -0.27
F 0.17 -0.95 -1.19 -0.25
F 1.46 1.02 -0.34 -0.28
F 0.50 -2.15 1.05 -0.25
C -4.82 -1.41 0.02 0.00
C -3.34 -1.42 -0.58 -0.46
C -2.47 -2.71 -0.59 -0.32
F -2.32 -3.23 0.63 0.09
F -2.91 -3.68 -1.42 0.10
F -3.43 -1.01 -1.80 0.17
F -2.65 -0.51 0.16 0.02
O -5.46 -0.09 -0.10 -0.01
C -6.86 -0.02 0.25 -0.57
C -7.29 1.49 0.21 -0.28
F -7.10 2.03 -1.00 0.10
F -8.57 1.74 0.59 0.10
F -7.48 -0.81 -0.55 0.20
F -7.14 -0.51 1.44 0.17
H -4.75 -1.56 1.10 0.14
H -5.30 -2.20 -0.55 0.14
H -1.41 -2.59 -0.81 0.14
H -6.63 2.01 0.90 0.17
C 2.65 -2.52 4.21 -0.12
C 2.27 -2.59 5.70 -0.51
C 0.92 -3.39 5.88 -0.42
F 0.54 -3.24 7.08 0.16
F -0.12 -3.05 5.17 0.13
F 3.22 -3.12 6.40 0.18
F 2.19 -1.34 6.12 0.15
O 3.58 -1.50 4.10 0.00
C 4.81 -1.55 3.29 -0.47
C 5.16 -0.25 2.51 -0.30
F 5.03 0.69 3.44 0.12
F 6.31 -0.23 1.80 0.12
F 5.74 -1.85 4.16 0.19
F 4.65 -2.60 2.48 0.13
H 1.75 -2.47 3.59 0.11
H 3.05 -3.49 3.90 0.11
H 1.16 -4.44 5.74 0.17
H 4.29 -0.11 1.87 0.15
C -0.73 3.83 -4.46 -0.02
C 0.02 5.13 -4.85 -0.54
C 0.56 5.92 -3.61 -0.26
F 1.27 5.18 -2.71 0.08
F 1.22 7.02 -4.02 0.11
F 1.00 4.79 -5.68 0.15
F -0.70 5.94 -5.54 0.20
O -0.05 2.86 -3.63 -0.01
C 0.24 1.56 -4.09 -0.49
C -1.02 0.65 -4.15 -0.26
F -2.06 1.20 -4.85 0.09
F -0.79 -0.57 -4.66 0.10
F 0.86 1.73 -5.28 0.16
F 1.18 1.02 -3.28 0.11
H -1.12 3.42 -5.39 0.15
H -1.65 4.11 -3.95 0.15
H -0.34 6.31 -3.13 0.17
H -1.40 0.38 -3.16 0.16
C 0.82 -5.30 0.40 -1.53
Cl 1.79 -5.66 -1.10 0.48
Cl 1.96 -5.04 1.74 0.56
Cl -0.18 -6.64 0.77 0.57
H 0.16 -4.49 0.09 -0.01
C 3.04 -1.82 -3.91 -1.53
Cl 2.00 -2.49 -5.25 0.50
Cl 3.93 -0.37 -4.43 0.52
Cl 4.15 -2.99 -3.28 0.56
H 2.42 -1.54 -3.06 -0.02

12
Properties=species:S:1:pos:R:3:lowdin_charge:R:1 method="wB97M-V/def2-TZVPD" de_lowest_ev=0.000 e_lumo_ev=-3.9 total_charge=+1 orbital_gap_ha=0.357
C -2.18 -0.23 0.22 -0.10
C -0.82 0.03 0.73 -0.84
N 2.28 -0.05 -0.63 0.29
O 0.12 -0.70 0.63 -0.04
I -0.59 2.06 1.46 0.86
H -2.68 -1.02 0.87 0.14
H -2.88 0.60 0.20 0.07
H -2.04 -0.47 -0.80 0.09
H 3.26 -0.04 -0.33 0.16
H 2.10 -0.60 -1.53 0.19
H 1.82 0.85 -0.86 0.14
H 1.60 -0.44 0.04 0.06

120
Properties=species:S:1:pos:R:3:lowdin_charge:R:1 method="wB97M-V/def2-TZVPD" de_lowest_ev=0.529 smiles=CC(C)O.CC(C)O.CC(C)O.CC(C)O.CC(C)O.CC(C)O.CC(C)O.CC(C)O.CC(C)O.CC(C)O e_lumo_ev=0.3 orbital_gap_ha=0.363
C 0.49 0.68 -1.74 -0.03
C 0.78 0.74 -0.25 -0.46
C 0.53 -0.60 0.44 -0.05
O 2.16 1.02 -0.04 -0.07
H 0.80 1.64 -2.17 0.06
H -0.58 0.63 -1.96 0.06
H 1.01 -0.13 -2.25 0.09
H 0.15 1.50 0.23 0.12
H 0.87 -0.55 1.48 0.08
H 1.09 -1.41 -0.03 0.07
H -0.53 -0.83 0.43 0.05
H 2.43 1.83 -0.52 0.05
C 1.29 4.69 -0.05 -0.06
C 2.53 4.76 -0.92 -0.47
C 3.71 5.34 -0.11 -0.04
O 2.82 3.43 -1.33 -0.07
H 0.93 5.68 0.22 0.09
H 1.52 4.12 0.84 0.09
H 0.46 4.25 -0.60 0.06
H 2.39 5.42 -1.78 0.13
H 3.68 5.03 0.93 0.08
H 3.72 6.43 -0.20 0.08
H 4.67 4.95 -0.48 0.08
H 3.71 3.38 -1.69 0.10
C -1.25 -5.37 2.80 -0.06
C -1.19 -3.90 3.12 -0.52
C -1.63 -2.98 2.00 -0.05
O -2.00 -3.57 4.24 -0.04
H -0.71 -5.66 1.89 0.07
H -2.29 -5.63 2.54 0.09
H -0.97 -5.97 3.66 0.08
H -0.15 -3.60 3.31 0.10
H -1.60 -1.96 2.39 0.06
H -2.67 -3.14 1.69 0.08
H -0.96 -3.01 1.14 0.07
H -1.80 -4.15 4.98 0.09
C -2.15 1.03 1.99 -0.06
C -2.65 2.35 2.54 -0.48
C -1.89 3.54 1.98 -0.06
O -4.03 2.45 2.17 -0.05
H -2.29 1.03 0.90 0.07
H -2.65 0.17 2.41 0.08
H -1.08 0.98 2.16 0.07
H -2.58 2.35 3.63 0.14
H -2.15 4.45 2.52 0.08
H -2.04 3.67 0.90 0.08
H -0.80 3.45 2.11 0.07
H -4.41 3.24 2.55 0.08
C 0.72 -0.95 4.58 -0.05
C 1.10 -1.18 6.02 -0.49
C 1.55 -2.61 6.28 -0.05
O 2.17 -0.27 6.33 -0.05
H 1.56 -1.14 3.91 0.08
H 0.43 0.09 4.41 0.08
H -0.09 -1.63 4.33 0.06
H 0.25 -0.97 6.68 0.14
H 2.46 -2.81 5.72 0.08
H 0.83 -3.36 5.91 0.07
H 1.70 -2.83 7.34 0.08
H 2.30 -0.22 7.28 0.09
C 2.09 -4.20 0.95 -0.04
C 2.63 -3.79 2.31 -0.49
C 2.42 -4.84 3.38 -0.05
O 4.03 -3.52 2.25 -0.05
H 1.13 -4.71 1.05 0.06
H 2.75 -4.86 0.38 0.09
H 1.94 -3.30 0.35 0.05
H 2.12 -2.89 2.66 0.11
H 1.36 -4.99 3.59 0.05
H 2.95 -4.58 4.29 0.07
H 2.82 -5.81 3.08 0.09
H 4.14 -2.73 1.70 0.04
C -3.20 -1.04 -0.79 -0.06
C -4.50 -1.48 -1.43 -0.50
C -5.15 -2.67 -0.74 -0.06
O -5.42 -0.40 -1.52 -0.04
H -2.77 -0.19 -1.32 0.06
H -2.46 -1.85 -0.86 0.09
H -3.32 -0.76 0.26 0.06
H -4.27 -1.81 -2.45 0.11
H -4.56 -3.58 -0.88 0.08
H -6.13 -2.87 -1.17 0.08
H -5.29 -2.52 0.33 0.08
H -5.25 0.21 -0.79 0.09
C -0.65 3.81 -3.53 -0.05
C -1.22 4.49 -4.76 -0.47
C -0.29 4.42 -5.95 -0.05
O -2.47 3.90 -5.16 -0.07
H -0.73 2.72 -3.60 0.07
H -1.14 4.15 -2.62 0.08
H 0.42 3.99 -3.45 0.08
H -1.40 5.55 -4.55 0.13
H 0.15 3.43 -6.10 0.08
H 0.55 5.10 -5.77 0.08
H -0.77 4.76 -6.86 0.09
H -3.14 4.10 -4.49 0.10
C 4.76 -1.79 -1.59 -0.05
C 5.04 -1.17 -0.22 -0.46
C 5.58 0.24 -0.34 -0.05
O 3.81 -1.17 0.53 -0.09
H 4.45 -2.83 -1.47 0.08
H 5.70 -1.83 -2.16 0.08
H 4.00 -1.22 -2.11 0.08
H 5.71 -1.82 0.35 0.14
H 6.51 0.18 -0.92 0.08
H 5.87 0.68 0.62 0.08
H 4.89 0.91 -0.85 0.07
H 3.19 -0.55 0.12 0.04
C -2.65 -0.27 -4.47 -0.06
C -2.64 0.30 -5.88 -0.49
C -4.01 0.78 -6.32 -0.06
O -1.66 1.33 -6.01 -0.07
H -3.40 -1.07 -4.39 0.07
H -2.92 0.52 -3.77 0.08
H -1.69 -0.73 -4.24 0.08
H -2.31 -0.49 -6.57 0.13
H -4.47 1.43 -5.57 0.08
H -4.69 -0.07 -6.44 0.08
H -4.03 1.34 -7.25 0.08
H -2.06 2.18 -5.75 0.04